The following is a DFT calculation (wB97M-V/def2-TZVPD) of 3 unconnected molecules or ions with the total composition C4H11N3O in a non-equilibrium geometry.

Last column: Mulliken charge in e.
Element x y z (Å)
H 1.452 2.782 -0.241  0.312
H 0.821 -1.060 1.722  0.328
H -1.931 -1.986 -0.291  0.263
N 2.325 -0.090 0.769  -0.557
H 0.441 1.637 -2.460  0.299
N 2.165 2.214 0.171  -0.521
N -0.993 0.499 1.176  -0.707
C -2.184 -1.507 0.652  -1.102
H -0.720 0.362 -2.885  0.312
H 2.783 -0.860 0.323  0.226
H 0.765 -0.048 -2.029  0.240
C 2.198 1.027 0.321  0.528
H -3.009 -0.820 0.506  0.300
H -0.139 0.930 1.530  0.224
O 0.010 -1.569 1.548  -0.478
C -0.012 0.696 -2.138  -1.094
H -2.458 -2.279 1.364  0.367
C -0.994 -0.757 1.158  0.834
H -0.518 0.830 -1.195  0.225

Output
SMILES	[H]/N=C(/C)O.N=C=N.C
LUMO energy	0.71	eV

***

The following is a DFT calculation (wB97M-V/def2-TZVPD) of 2 unconnected molecules or ions with the total composition CH5BN2O4 in a non-equilibrium geometry.

Last column: Mulliken charge in e.
Element x y z (Å)
H -3.743 0.801 -1.212  0.265
O -2.949 -1.080 0.626  -0.353
H 3.468 0.264 -0.759  0.318
N -1.681 -0.360 1.026  -0.456
O 1.309 0.903 0.749  -0.484
H -0.895 -0.900 0.874  0.369
O 0.629 -1.133 -0.360  -0.603
N -2.804 0.938 -0.721  -0.586
O 2.781 -0.434 -0.514  -0.581
H 1.014 -1.650 -1.057  0.330
B 1.521 -0.219 0.046  0.653
C -2.561 0.049 0.074  0.803
H 0.399 1.103 0.876  0.326

Output
SMILES	[H]/N=C1/NO1.OB(O)O
LUMO energy	0.33	eV

***

The following is a DFT calculation (wB97M-V/def2-TZVPD) of a molecular structure, C36H32FN5O5Pb in a non-equilibrium geometry.

Last column: Mulliken charge in e.
Element x y z (Å)
H -3.297 -1.367 -3.866  0.404
C 1.634 3.130 -0.668  0.007
C 0.950 -2.955 2.055  -0.653
C 2.110 -4.881 3.144  -0.795
C 1.491 -2.140 3.054  -0.334
O 0.490 0.816 2.443  -0.565
O 1.916 2.754 -2.965  -0.741
H -4.525 4.656 0.050  0.298
C 2.827 -4.421 -2.650  0.382
C -2.485 5.310 0.294  -0.708
C -2.792 -3.085 -2.760  -0.657
H 1.593 -2.378 -5.022  0.160
C -2.735 -1.707 -3.025  -0.548
C 2.971 -0.385 -3.540  -1.607
H -3.466 -3.771 -3.286  0.330
C 2.865 4.625 0.767  1.144
H -2.701 6.369 0.044  0.372
C 2.163 -2.649 -4.098  -0.668
O 3.686 5.733 0.744  -0.563
H -4.068 5.142 1.695  0.447
Pb -0.085 0.176 0.076  1.333
C 1.242 -4.391 2.152  1.296
C 1.827 2.622 1.633  0.248
H -4.984 0.842 1.050  0.352
H 1.320 -1.065 2.979  0.653
H 3.959 -3.920 -0.859  0.487
H 3.229 -4.433 4.898  0.360
H 2.506 0.116 -4.387  0.199
C -0.243 -4.752 0.331  -0.859
H -2.038 0.211 -2.460  0.100
H 3.678 0.282 -2.996  0.221
C -3.727 4.626 0.794  -0.788
N 1.328 2.372 0.409  0.242
H -1.737 5.322 1.106  0.311
C 2.600 -4.008 4.127  -0.347
H -2.675 4.777 -1.818  0.309
H 2.535 4.914 -1.388  0.511
C 2.607 3.811 1.833  -0.928
H -0.920 4.910 -1.267  0.233
C -2.434 2.506 0.417  0.074
H 0.769 -6.346 1.360  0.309
H 2.753 -2.012 4.834  0.443
C -4.301 1.045 1.887  -1.146
C 2.165 -3.996 -3.796  -0.330
C 2.352 4.299 -0.520  -0.633
H -5.305 2.951 2.009  0.427
N 0.199 -2.461 1.004  0.460
C -1.131 -2.740 -0.960  0.642
C -1.972 -0.874 -2.248  -0.544
H 3.008 4.037 2.801  0.388
H 4.047 -1.500 -1.420  0.182
C 2.871 -1.718 -3.254  1.374
H -2.132 -4.638 -1.462  0.174
H -4.765 0.557 2.688  0.520
H -1.162 2.551 -1.171  -0.158
H 4.091 5.929 1.630  0.305
C 3.455 -3.572 -1.727  -0.551
N -2.153 1.246 0.626  0.171
H -2.989 -0.486 1.154  0.270
C 1.540 1.552 2.667  -0.175
F 2.805 -5.764 -2.380  -0.451
H 2.374 -5.942 3.121  0.306
C -4.272 2.567 2.087  -0.685
C 2.264 -2.630 4.090  -0.807
H 1.786 -4.756 -4.518  0.309
C -2.890 0.487 1.609  -0.453
C 3.455 -2.211 -2.022  -0.646
O 2.357 1.429 3.571  -0.785
H -3.890 2.759 3.089  0.289
O 0.172 1.645 -1.975  -0.820
H -0.686 -5.328 -0.426  0.467
C 0.557 -5.286 1.297  -1.193
C -2.045 -3.581 -1.704  -0.765
H -2.364 0.444 2.581  0.180
C 1.195 2.481 -1.997  0.208
C -0.321 -3.340 0.164  0.828
C -1.971 4.560 -0.947  -0.465
N -3.391 3.186 1.093  0.261
N -1.869 3.138 -0.672  0.290
C -1.223 -1.394 -1.207  0.091

Output
net charge	-2
LUMO energy	3.81	eV

***

The following is a DFT calculation (wB97M-V/def2-TZVPD) of 9 unconnected molecules or ions with the total composition H17O9 in a non-equilibrium geometry.

Last column: Mulliken charge in e.
Element x y z (Å)
O 2.129 3.131 -0.311  -0.651
H -2.092 2.042 1.257  0.446
H 2.313 2.221 -0.368  0.287
O -1.262 -0.194 -0.430  -0.561
H -0.739 2.935 -0.178  0.336
H -0.038 1.621 0.147  0.368
H -0.254 0.009 -0.735  0.301
H 0.456 -2.633 0.331  0.297
H 0.541 -2.980 -2.867  0.303
H -1.627 -1.570 0.912  0.253
H 0.006 -1.583 -2.412  0.355
H -1.883 0.241 -0.932  0.183
O -0.415 2.394 0.573  -0.840
O -0.284 -2.454 -2.545  -0.651
H -0.183 -2.402 1.580  0.461
H -2.117 1.601 2.668  0.271
O 3.414 -0.736 -0.013  -0.667
O 0.675 -2.854 1.283  -0.715
O 0.735 0.832 -1.452  -0.841
H 2.475 -0.446 -0.259  0.337
O -1.694 -1.583 1.893  -0.667
H 1.458 3.145 0.383  0.351
H 3.290 -1.690 -0.339  0.305
O -2.700 1.869 1.951  -0.639
H -2.444 -2.159 1.932  0.306
H 0.240 1.242 -2.070  0.074

Output
net charge	-1
LUMO energy	3.18	eV

***

The following is a DFT calculation (wB97M-V/def2-TZVPD) of a molecular structure, C2H3NaO2 in a non-equilibrium geometry.

Last column: Mulliken charge in e.
Element x y z (Å)
C 0.223 0.701 -1.182  -0.173
C 1.081 -0.084 -0.747  -0.562
H 0.597 -0.174 1.478  0.320
H -0.235 1.240 -2.000  0.322
O -0.452 -0.376 1.850  -0.484
Na -1.787 -1.085 0.191  0.898
H 1.721 -0.953 -0.773  0.360
O -1.147 0.731 1.182  -0.682

Output
LUMO energy	-0.70	eV

***

The following is a DFT calculation (wB97M-V/def2-TZVPD) of a single C4H14N4 molecule.

Last column: Mulliken charge in e.
Element x y z (Å)
N -1.381 -0.234 2.060  -0.683
H -0.335 -1.206 -0.801  0.258
N -0.333 -0.496 -0.078  -0.294
H -0.465 2.336 -2.716  0.360
H -2.176 -2.353 1.588  0.245
H -0.774 0.382 2.600  0.271
H -1.319 1.321 -1.546  0.322
C 0.841 0.332 -0.194  0.166
H -0.845 -3.151 1.021  0.225
H 1.710 1.656 -1.649  0.351
H 2.223 -0.818 0.813  0.231
H 0.835 0.280 -2.327  0.363
H -1.980 0.341 1.478  0.272
H 0.319 -1.378 1.762  0.178
H 0.785 1.089 0.614  0.252
H -0.416 2.735 -0.997  0.293
C -0.427 1.917 -1.715  -1.194
N -1.401 -2.307 0.935  -0.729
C 0.810 1.045 -1.550  -0.664
N 2.067 -0.465 -0.124  -0.714
C -0.613 -1.118 1.207  0.247
H 2.873 0.092 -0.381  0.242

Output
SMILES	CC[C@H](N)NC(N)N
LUMO energy	0.95	eV